{"formula": "C16H25N4O7", "method": "ωB97M-V/def2-TZVPD", "total_charge": 1, "species": ["O", "O", "O", "O", "O", "O", "O", "C", "C", "C", "C", "C", "C", "C", "C", "N", "N", "N", "N", "C", "C", "C", "C", "C", "C", "C", "C", "H", "H", "H", "H", "H", "H", "H", "H", "H", "H", "H", "H", "H", "H", "H", "H", "H", "H", "H", "H", "H", "H", "H", "H", "H"], "xyz": [[-0.90176, -0.00309, 4.55967], [-1.65600, 1.03624, -1.57922], [-3.04589, -0.65341, 0.95802], [-1.82431, -1.22822, -1.61127], [2.78729, -0.71793, -5.88260], [1.03594, 0.84770, -2.02672], [2.69143, -2.65771, -3.63129], [-0.64217, 1.11438, 4.14248], [-1.24020, -0.05183, -1.95480], [-2.62668, 0.13409, 1.80011], [2.10383, -0.54417, 2.65966], [0.67262, 0.10923, -5.19352], [-0.03698, 0.55509, -4.09348], [1.25815, -0.38816, 1.59705], [3.27235, 0.24652, 0.94665], [3.36008, -0.14365, 2.23785], [-3.42072, 0.65772, 2.74102], [-0.68265, 1.43316, 2.84593], [1.99438, 0.11024, 0.53760], [-0.23643, 2.20601, 5.10350], [-4.84725, 0.36294, 2.88047], [1.62268, -1.05610, -5.13264], [0.12584, -0.03822, -2.70915], [0.78375, -1.43313, -2.78480], [2.02396, -1.39226, -3.68677], [-0.22030, -0.68596, 1.60576], [-1.13941, 0.54861, 1.75036], [-2.56587, -1.01322, -1.00726], [3.44468, -1.43484, -5.82061], [0.70579, 1.75976, -2.16442], [2.10615, -3.37759, -3.92874], [1.82333, -0.91636, 3.64194], [0.52833, 0.59148, -6.15668], [-0.72849, 1.38366, -4.22753], [4.09867, 0.58242, 0.32459], [4.20747, -0.17062, 2.79871], [-2.99267, 1.24310, 3.43828], [-0.44622, 2.38429, 2.60601], [1.63848, 0.28836, -0.40490], [-0.91313, 3.05363, 5.00652], [-0.29432, 1.81844, 6.12128], [0.78397, 2.51969, 4.89250], [-5.31471, 1.06968, 3.56840], [-5.34152, 0.43338, 1.90873], [-4.97888, -0.65060, 3.26542], [1.13482, -1.92561, -5.58777], [1.06280, -1.76652, -1.78101], [0.06818, -2.15708, -3.18920], [2.70936, -0.61561, -3.32772], [-0.47012, -1.21666, 0.68699], [-0.43042, -1.37872, 2.42352], [-1.04718, 1.12743, 0.83307]], "atomic_forces_ev_per_a": [[-0.08, -0.25, -0.40], [0.17, -1.20, -0.40], [0.24, 0.03, -0.22], [1.02, 1.16, -0.90], [0.00, -0.16, -0.06], [-0.41, 0.19, 0.66], [0.17, 0.24, -0.08], [0.24, -0.75, 1.70], [-0.20, 1.09, 1.25], [-0.38, -0.46, -0.01], [-0.41, 0.07, -0.48], [-1.35, 0.69, 2.42], [0.98, -1.11, -2.53], [-0.61, -0.07, 0.81], [-0.29, -0.22, 0.15], [-0.50, 0.14, -0.88], [0.25, 0.58, 0.23], [-0.41, 0.44, -1.73], [1.19, -0.35, 1.52], [-0.11, -0.03, -0.06], [0.15, -0.29, -0.28], [0.78, 0.31, 0.30], [-0.14, -1.05, -0.96], [0.06, 0.71, -0.07], [-0.93, -0.68, -0.07], [0.05, -0.28, -0.26], [0.53, 0.41, 0.64], [0.04, 0.03, 0.23], [-0.52, 0.26, 0.07], [0.17, -0.59, 0.17], [0.15, 0.56, 0.13], [0.46, 0.19, -0.22], [0.10, -0.05, 0.14], [0.05, -0.07, 0.19], [-0.29, -0.10, 0.27], [-0.23, 0.08, -0.33], [-0.08, -0.08, -0.03], [-0.13, -0.10, -0.07], [-0.05, 0.37, -0.44], [0.11, 0.19, 0.02], [0.02, 0.02, -0.22], [0.05, 0.20, 0.02], [0.25, -0.04, -0.10], [0.12, -0.02, 0.12], [-0.06, 0.08, -0.04], [-0.10, -0.16, 0.05], [0.01, -0.05, -0.05], [-0.04, 0.15, 0.12], [0.10, -0.36, -0.17], [-0.20, 0.04, -0.05], [0.17, 0.11, -0.01], [-0.09, 0.19, -0.06]], "lowdin_charge": [0.06, 0.09, 0.05, 0.12, -0.01, -0.02, -0.02, -0.58, -0.40, -0.43, 0.02, 0.04, 0.02, -0.19, -0.02, 0.12, 0.05, 0.10, 0.18, 0.01, -0.03, -0.33, -0.39, -0.05, -0.32, -0.05, -0.16, 0.11, 0.11, 0.13, 0.11, 0.15, 0.12, 0.12, 0.16, 0.18, 0.12, 0.15, 0.12, 0.09, 0.09, 0.08, 0.09, 0.09, 0.09, 0.16, 0.13, 0.15, 0.16, 0.12, 0.14, 0.14]}

{"formula": "C9H13N2", "method": "ωB97M-V/def2-TZVPD", "total_charge": 1, "relative_energy_kcal_mol": 150.31, "species": ["C", "C", "C", "C", "C", "C", "C", "C", "C", "N", "N", "H", "H", "H", "H", "H", "H", "H", "H", "H", "H", "H", "H", "H"], "xyz": [[2.75582, 0.09598, -0.10531], [2.48157, -0.17508, 1.16197], [-1.29105, -1.09226, 0.57679], [-2.13992, -0.19312, 0.06307], [1.89122, -0.49648, -1.19524], [1.10350, -0.56498, 1.62155], [0.73636, -1.35515, -0.74749], [0.19264, -0.93233, 0.53652], [-2.75277, 2.04054, -0.52804], [-0.52482, 1.51300, -0.42752], [-1.65868, 1.10195, -0.40201], [3.59498, 0.68498, -0.42987], [2.94767, 0.18798, 1.99019], [-1.89308, -1.98200, 0.96447], [-3.26333, -0.30992, 0.01123], [1.53664, 0.53730, -1.68758], [2.67787, -0.90375, -1.82514], [1.14363, -1.32452, 2.37638], [0.53329, 0.30146, 1.98165], [-0.03512, -1.46360, -1.38866], [1.20525, -2.37878, -0.75460], [-3.48219, 1.98158, 0.20228], [-3.29546, 1.72991, -1.34731], [-2.46403, 2.99730, -0.64731]], "atomic_forces_ev_per_a": [[-0.84, -1.31, 0.73], [-1.82, 0.35, -1.27], [-1.34, 0.06, 0.44], [-0.39, -0.81, 0.23], [0.83, 4.73, -0.92], [-1.00, 0.33, -1.38], [3.10, -0.79, 1.04], [-0.87, -0.60, -0.84], [-0.63, -1.74, -0.74], [1.20, -2.09, 0.34], [-0.35, 1.10, 1.45], [0.36, -0.10, 0.05], [2.16, 1.08, 1.80], [1.61, 0.88, -0.30], [1.62, -0.03, 0.11], [0.27, -2.51, 0.38], [-0.77, -0.73, -0.63], [-0.38, -0.56, 0.72], [0.55, 0.14, 0.90], [-2.24, -0.03, -2.60], [-0.51, 0.40, 0.94], [-0.91, -0.35, 2.28], [-1.15, -0.44, -2.34], [1.49, 2.99, -0.37]], "lowdin_charge": [-0.07, -0.06, 0.01, -0.02, -0.17, -0.11, -0.13, -0.07, 0.00, 0.26, -0.27, 0.12, 0.08, 0.18, 0.15, 0.15, 0.12, 0.15, 0.15, 0.09, 0.19, 0.09, 0.09, 0.07]}

{"formula": "C3H3NS", "method": "ωB97M-V/def2-TZVPD", "smiles": "CC(=S)C#N", "relative_energy_kcal_mol": 18.79, "species": ["C", "C", "S", "C", "N", "H", "H", "H"], "xyz": [[-0.61176, -0.48886, -1.49343], [-0.23158, -0.07888, -0.16601], [-0.48143, -0.79010, 1.32567], [0.76352, 0.91508, -0.36530], [1.46942, 1.76397, -0.46712], [-1.50688, -1.25038, -1.41172], [0.22523, -0.89728, -2.14142], [-0.82251, 0.35741, -2.23938]], "atomic_forces_ev_per_a": [[-2.91, -1.97, -3.15], [1.34, -1.13, 1.88], [-0.06, 1.11, -2.19], [-3.13, -2.93, 1.99], [3.88, 4.36, -0.84], [1.80, 1.46, -0.64], [-0.51, -0.22, 1.40], [-0.41, -0.68, 1.55]], "lowdin_charge": [-0.16, -0.82, 0.75, -0.33, 0.20, 0.12, 0.12, 0.12]}

Number 1: E_tot -1370.2388 a.u.. Number 2: E_tot -459.7745 a.u.. Number 3: E_tot -568.9876 a.u..